The following is a DFT calculation (ωB97M-V/def2-TZVPD) of C41H56FeN2O3P2 as an isolated structure.

Values from the calculation:
* HOMO (alpha / beta): -10.21 / -10.25 eV
* LUMO energy (alpha / beta): -1.88 / -4.44 eV
* HOMO-LUMO gap (alpha / beta): 8.3 / 5.8 eV
* total charge: +1
* multiplicity: 6
* relative energy (zero: lowest compared OMol25 entry of this formula, charge and spin): 0.0 kJ/mol

Last column: Löwdin charge in e.
Cartesian coordinates (Å):
Fe: 0.244 0.387 -0.109  0.560
C: -3.022 1.999 -0.864  -0.092
C: -2.341 1.567 -2.166  -0.523
C: -3.330 1.577 -3.329  -0.097
P: -1.413 -0.001 -1.866  1.078
C: -1.159 -0.770 -3.523  -0.535
C: -0.550 -2.167 -3.356  -0.096
C: -0.302 0.116 -4.432  -0.092
C: -2.577 -1.199 -1.131  -0.264
C: -3.746 -1.582 -1.770  -0.036
C: -4.554 -2.610 -1.286  -0.240
C: -5.845 -2.972 -1.965  -0.033
C: -4.114 -3.313 -0.159  -0.015
C: -2.967 -2.950 0.507  -0.001
C: -2.200 -1.839 0.080  -0.259
N: -1.070 -1.401 0.713  0.060
C: -0.770 -1.687 2.023  -0.296
C: -1.719 -1.973 3.024  -0.007
C: -1.311 -2.303 4.300  -0.015
C: 0.042 -2.375 4.638  -0.243
C: 0.487 -2.764 6.022  -0.035
C: 0.978 -2.024 3.663  -0.047
C: 0.597 -1.641 2.392  -0.283
P: 1.770 -1.069 1.119  1.076
C: 2.669 -2.641 0.752  -0.518
C: 1.715 -3.619 0.065  -0.100
C: 3.936 -2.436 -0.077  -0.096
C: 3.021 -0.028 2.014  -0.514
C: 3.744 0.853 0.980  -0.116
C: 2.406 0.884 3.077  -0.094
H: -3.417 3.012 -0.969  0.093
H: -3.856 1.332 -0.627  0.083
H: -2.333 1.992 -0.021  0.046
H: -1.539 2.281 -2.374  0.099
H: -4.225 0.998 -3.096  0.072
H: -3.652 2.605 -3.504  0.090
H: -2.904 1.205 -4.261  0.065
H: -2.152 -0.874 -3.963  0.097
H: 0.339 -2.146 -2.716  0.042
H: -1.256 -2.868 -2.908  0.078
H: -0.247 -2.563 -4.328  0.091
H: 0.748 0.104 -4.138  0.057
H: -0.355 -0.255 -5.458  0.092
H: -0.637 1.155 -4.438  0.071
H: -4.040 -1.090 -2.690  0.103
H: -5.889 -2.573 -2.977  0.081
H: -5.980 -4.052 -2.009  0.087
H: -6.692 -2.561 -1.409  0.093
H: -4.681 -4.172 0.185  0.124
H: -2.618 -3.545 1.340  0.113
H: -2.773 -1.886 2.801  0.118
H: -2.058 -2.511 5.058  0.121
H: -0.323 -3.225 6.586  0.081
H: 1.323 -3.463 5.982  0.087
H: 0.825 -1.885 6.578  0.091
H: 2.033 -2.035 3.926  0.125
H: 2.940 -3.031 1.736  0.110
H: 1.474 -3.277 -0.946  0.063
H: 2.184 -4.601 -0.019  0.088
H: 0.781 -3.740 0.617  0.066
H: 3.719 -1.942 -1.026  0.050
H: 4.683 -1.845 0.452  0.071
H: 4.384 -3.408 -0.297  0.090
H: 3.738 -0.712 2.478  0.111
H: 3.041 1.567 0.544  0.062
H: 4.537 1.421 1.472  0.089
H: 4.185 0.286 0.163  0.052
H: 1.745 1.618 2.607  0.066
H: 1.836 0.346 3.834  0.062
H: 3.205 1.433 3.579  0.092
C: 0.659 6.949 -2.116  -0.059
O: 0.207 6.987 -0.766  -0.054
C: 0.065 5.823 -0.115  -0.273
C: -0.435 5.932 1.204  0.003
C: -0.655 4.798 1.917  -0.012
C: -0.397 3.503 1.390  -0.106
C: -0.759 2.319 2.099  -0.376
C: -1.237 2.341 3.526  0.023
O: -0.697 1.184 1.573  -0.087
C: 0.190 3.408 0.090  -0.324
O: 0.587 2.290 -0.437  -0.182
C: 0.381 4.594 -0.652  0.054
H: 0.615 7.971 -2.476  0.096
H: 0.012 6.318 -2.727  0.095
H: 1.686 6.586 -2.174  0.099
H: -0.638 6.914 1.608  0.124
H: -1.048 4.898 2.918  0.108
H: -1.696 3.275 3.833  0.072
H: -0.373 2.153 4.170  0.098
H: -1.941 1.522 3.666  0.091
H: 0.811 4.490 -1.638  0.112
N: 2.340 0.138 -2.142  0.085
C: 3.389 -0.030 -3.069  -0.336
C: 4.233 1.033 -3.379  -0.039
C: 5.294 0.847 -4.254  -0.083
C: 5.522 -0.392 -4.837  -0.096
C: 4.676 -1.449 -4.533  -0.083
C: 3.618 -1.274 -3.651  -0.061
H: 2.024 1.096 -2.048  0.070
H: 1.578 -0.505 -2.289  0.017
H: 4.053 2.007 -2.933  0.112
H: 5.945 1.682 -4.483  0.106
H: 6.347 -0.531 -5.523  0.103
H: 4.836 -2.420 -4.986  0.106
H: 2.961 -2.107 -3.417  0.103


The following is a DFT calculation (ωB97M-V/def2-TZVPD) of C41H57AsGeN5S2W as an isolated structure in a non-equilibrium geometry.

Values from the calculation:
* HOMO: -6.89 eV
* LUMO energy: -3.88 eV
* HOMO-LUMO gap: 3.0 eV
* total charge: +1
* relative energy (zero: lowest compared OMol25 entry of this formula, charge and spin): 269.6 kJ/mol

Last column: Löwdin charge in e.
Cartesian coordinates (Å):
W: -0.140 -0.160 -0.331  1.011
C: 2.931 1.612 -0.417  -0.165
C: 1.590 2.346 -0.449  -0.298
N: 0.519 1.685 0.281  -0.341
C: 0.423 2.003 1.695  -0.293
C: 0.734 0.787 2.562  -0.198
N: -0.089 -0.338 2.075  -0.168
C: 0.224 -1.632 2.694  -0.207
C: -0.649 -2.739 2.115  -0.166
C: -0.129 -3.360 0.827  -0.186
N: -0.082 -2.470 -0.366  -0.162
C: 1.085 -2.789 -1.223  -0.201
C: 2.326 -2.142 -0.641  -0.163
N: 2.086 -0.723 -0.259  -0.139
C: 2.912 0.231 -1.045  -0.206
H: 3.288 1.538 0.618  0.111
H: 3.680 2.206 -0.951  0.117
H: 1.274 2.447 -1.496  0.097
H: 1.739 3.362 -0.059  0.083
H: -0.966 2.946 -0.453  -0.108
H: -0.597 2.345 1.950  0.088
H: 1.096 2.826 1.965  0.094
H: 0.554 0.978 3.628  0.124
H: 1.785 0.503 2.449  0.105
H: -1.055 -0.121 2.313  0.088
H: 0.102 -1.575 3.781  0.124
H: 1.282 -1.850 2.508  0.116
H: -1.670 -2.370 1.981  0.096
H: -0.715 -3.549 2.846  0.121
H: -0.727 -4.241 0.581  0.128
H: 0.885 -3.723 1.009  0.111
H: -0.914 -2.636 -0.918  0.089
H: 0.885 -2.397 -2.217  0.084
H: 1.236 -3.873 -1.295  0.130
H: 3.141 -2.204 -1.365  0.122
H: 2.650 -2.683 0.251  0.114
H: 2.406 -0.620 0.700  0.095
H: 2.491 0.262 -2.050  0.091
H: 3.934 -0.160 -1.109  0.121
C: -3.377 1.401 1.240  -0.280
As: -2.666 0.310 -0.215  1.030
C: -3.418 1.243 -1.734  -0.257
C: -3.833 -1.282 -0.078  -0.309
C: -5.299 -0.998 -0.204  -0.313
C: -5.899 -0.919 -1.460  -0.061
C: -7.245 -0.613 -1.582  -0.074
C: -8.014 -0.380 -0.450  -0.089
C: -7.430 -0.463 0.805  -0.081
C: -6.082 -0.771 0.925  -0.069
H: -4.465 1.447 1.170  0.024
H: -2.968 2.406 1.149  -0.006
H: -3.104 0.993 2.215  0.020
H: -4.474 1.456 -1.572  0.040
H: -3.286 0.636 -2.628  0.015
H: -2.869 2.175 -1.859  -0.027
H: -3.607 -1.744 0.886  0.056
H: -3.495 -1.962 -0.864  0.062
H: -5.303 -1.094 -2.349  0.092
H: -7.696 -0.557 -2.565  0.105
H: -9.065 -0.142 -0.546  0.103
H: -8.025 -0.294 1.693  0.104
H: -5.634 -0.845 1.911  0.110
C: -0.270 -0.038 -2.125  -0.450
Ge: -0.300 0.024 -4.050  0.878
C: -2.060 -0.608 -4.624  -0.297
C: -2.821 0.088 -5.560  -0.098
C: -4.089 -0.355 -5.918  -0.078
C: -4.609 -1.509 -5.352  -0.089
C: -3.860 -2.220 -4.421  -0.102
C: -2.602 -1.762 -4.056  -0.142
C: 1.086 -1.216 -4.670  -0.289
C: 2.430 -0.840 -4.637  -0.131
C: 3.435 -1.738 -4.970  -0.087
C: 3.108 -3.034 -5.347  -0.089
C: 1.776 -3.418 -5.406  -0.083
C: 0.775 -2.514 -5.072  -0.108
C: 0.057 1.808 -4.742  -0.283
C: -0.420 2.916 -4.048  -0.131
C: -0.233 4.200 -4.539  -0.103
C: 0.447 4.392 -5.735  -0.090
C: 0.934 3.297 -6.434  -0.080
C: 0.738 2.012 -5.941  -0.100
H: -2.426 0.991 -6.011  0.099
H: -4.670 0.201 -6.643  0.105
H: -5.593 -1.859 -5.637  0.105
H: -4.259 -3.127 -3.984  0.106
H: -2.030 -2.314 -3.315  0.088
H: 2.700 0.177 -4.368  0.096
H: 4.471 -1.424 -4.949  0.103
H: 3.888 -3.735 -5.613  0.103
H: 1.515 -4.420 -5.723  0.104
H: -0.261 -2.827 -5.136  0.091
H: -0.938 2.779 -3.107  0.035
H: -0.628 5.048 -3.990  0.085
H: 0.592 5.391 -6.125  0.102
H: 1.464 3.442 -7.366  0.105
H: 1.121 1.165 -6.499  0.103
S: -1.449 4.178 -0.783  0.838
C: -0.152 5.053 -0.009  -0.921
N: 0.632 5.849 -0.751  -0.025
C: 1.222 7.004 -0.085  -0.197
C: 0.425 7.208 1.199  -0.388
S: -0.115 5.529 1.663  0.982
H: 0.571 5.792 -1.758  0.139
H: 1.156 7.879 -0.730  0.133
H: 2.276 6.819 0.138  0.130
H: -0.452 7.833 1.037  0.090
H: 1.029 7.630 1.997  0.088


> Which value of relative energy (zero: lowest compared OMol25 entry of this formula, charge and spin) does entry 1 give?

0.0 kJ/mol